Entry from the Open Molecules 2025 dataset: the ion C4H6N3 with charge +1 in a non-equilibrium geometry (ωB97M-V/def2-TZVPD).

Atoms and positions in Å:
N  -0.41902  -0.27741  1.33894
N  -0.32322  0.55297  -1.75568
N  1.61077  -0.12209  0.13054
C  0.85834  0.31544  -2.08873
C  0.39383  -0.11024  0.49746
C  2.05135  0.02501  -1.07069
C  -1.63512  -0.41743  1.87894
H  -2.15807  0.61222  2.10886
H  -1.57701  -0.80206  2.92157
H  1.07157  0.29870  -3.20734
H  -0.44401  0.52119  -0.72186
H  -2.45574  -0.76648  1.19624
H  3.02631  0.17017  -1.22826

Atoms 1-2, force components in eV/Å:
N 3.03 0.59 -2.62
N 0.30 -0.23 0.41

Its gap between HOMO and LUMO is 8.70 eV. As for the spin multiplicity: 1. The total charge is +1. For the energy relative to the best compared isomer or geometry (same formula, charge and spin), the calculation gives 4.0522 eV. Its LUMO energy is -6.534 eV. The SMILES is [H]/N=C\C=N/C#[N+]C.

Atomic partial charges in e from the Mulliken method, atoms 1 to 2: number 1, N, carries 0.088; number 2, N, carries -0.485